1.
66
Properties=species:S:1:pos:R:3:forces:R:3 method="wB97M-V/def2-TZVPD" total_charge=+2 gap_ev=2.3464 lumo_energy_ev=-6.9
H -7.217 -4.375 2.748 0.262 -0.467 -0.089
O 1.371 -1.184 1.718 -0.866 -0.915 -0.099
H 6.587 3.823 -2.202 -0.382 -0.247 0.021
H -2.022 0.696 -2.710 0.779 0.403 -0.149
C -4.200 -1.054 0.303 0.955 -1.923 -1.371
H -4.367 -1.042 1.370 -0.430 0.501 0.147
C 6.192 2.587 -0.394 -0.632 0.452 -0.186
H -0.790 -1.502 1.992 1.135 0.234 -0.581
C -8.277 -3.583 -0.324 2.027 -0.090 1.184
H -0.812 -0.572 -2.189 0.491 0.666 -0.368
C -4.782 -2.095 -0.495 1.105 1.332 -0.669
H 2.172 3.296 -2.778 0.018 0.054 0.053
C 0.484 3.540 -0.813 -0.922 0.530 1.731
H 0.215 4.305 -0.086 -0.334 -0.019 -0.023
H 0.075 2.604 -0.431 -0.053 -0.160 -0.086
H -9.220 -5.551 2.242 0.266 0.072 -0.387
C 4.088 3.112 -1.714 -1.377 -1.062 -0.304
H 10.562 1.750 -1.449 0.940 0.277 0.214
C -5.995 -2.809 -0.038 1.368 -0.217 0.620
N -8.284 -4.116 0.952 3.089 0.752 -0.570
H -7.186 -2.488 -1.804 0.176 -0.025 -0.080
H 8.903 2.962 -2.430 0.267 0.427 0.228
O -1.105 -1.853 3.955 -0.329 0.569 -0.169
C 10.342 2.265 -0.514 0.801 -0.565 0.318
H -2.565 -1.868 -3.096 0.106 0.233 0.014
H 1.952 3.336 1.398 -0.319 0.179 -0.077
C -9.447 -4.780 1.506 -1.619 0.249 -0.344
C -4.202 -2.415 -1.761 1.224 2.252 0.764
O -2.990 -2.885 3.313 -0.728 0.574 -0.994
H -1.149 0.798 -1.093 -0.103 -0.151 -0.116
H 10.700 3.290 -0.418 -0.062 -0.039 -0.552
C 2.687 3.288 -1.828 1.560 0.113 1.315
C 6.956 3.153 -1.440 1.856 -1.476 0.318
C -7.093 -2.935 -0.825 -3.583 -0.892 0.147
C 8.236 1.629 0.502 -2.703 0.770 0.028
N -2.606 -0.650 -1.400 -1.003 -0.652 0.639
O 0.273 0.704 1.244 -2.553 2.024 -1.490
C -7.102 -4.084 1.714 -0.433 2.018 -1.881
C 6.806 1.768 0.592 2.365 0.169 -1.293
C 1.248 0.040 1.520 -1.956 -1.980 -0.537
C -1.933 -2.220 3.105 -0.504 -2.057 3.385
H 6.330 1.185 1.366 -0.444 0.217 -0.074
N 8.894 2.250 -0.488 0.462 -1.226 0.754
O 2.417 0.637 1.671 2.364 2.603 0.247
C -5.951 -3.408 1.210 -1.950 -1.564 1.153
O -1.578 -2.028 1.833 -0.309 0.830 -2.366
C 4.710 2.905 -0.472 0.027 0.053 -0.445
C -3.087 -0.358 -0.212 -2.118 -1.164 2.041
C 8.320 2.784 -1.539 -3.093 1.783 -0.318
C -1.555 0.164 -1.881 1.196 -0.007 -1.095
H -2.596 0.375 0.412 0.272 0.043 -0.183
C -3.069 -1.650 -2.165 -2.208 -1.639 0.600
H -10.045 -5.140 0.668 0.249 -0.580 0.109
C 2.561 3.341 0.507 -0.595 -0.978 0.076
H -4.612 -3.161 -2.426 0.129 -0.130 0.108
H 0.050 3.856 -1.762 0.822 -0.248 -0.205
C 3.901 2.988 0.634 0.200 0.371 0.032
H 2.619 -0.214 2.066 2.953 -1.001 1.010
H -9.170 -3.725 -0.914 -0.030 0.113 0.043
N 1.930 3.442 -0.695 2.523 -0.416 -1.147
H 4.635 2.798 -2.590 -0.128 0.522 -0.346
H -10.131 -4.059 1.954 0.350 0.260 0.334
H -5.037 -3.413 1.785 0.345 0.171 0.549
H 8.845 1.019 1.152 -0.157 0.196 0.303
H 4.376 2.763 1.577 -0.687 0.219 0.410
H 10.740 1.762 0.367 -0.070 -0.338 -0.299

2.
65
Properties=species:S:1:pos:R:3:forces:R:3 method="wB97M-V/def2-TZVPD" smiles="COc1ccc(Cn2nnnc2[C@H](c2cc3ccc(OC)cc3[nH]c2=O)N2CCCCCC2)cc1" relative_energy_kj_mol=239.70 gap_ev=8.3157 lumo_energy_ev=0.1
C 1.528 -3.446 0.969 -0.198 -0.256 0.344
H 3.483 2.045 2.260 -0.016 -0.051 0.075
H 4.674 4.040 1.589 0.088 0.014 -0.015
O -5.456 1.623 -1.086 0.263 -0.179 -0.152
H -2.550 -3.351 -1.236 -0.091 -0.010 -0.084
N 3.818 -2.878 -1.570 0.594 -0.365 -0.641
H 5.220 1.716 2.264 0.021 -0.002 0.085
H -4.822 -3.394 -0.488 0.021 0.037 -0.007
H 4.891 0.643 -0.056 0.021 -0.113 0.029
C 4.614 3.224 0.865 -0.285 -0.031 0.192
C -0.669 -3.414 -0.247 0.114 -0.025 0.251
H -4.415 2.448 1.298 -0.075 0.054 0.044
H -7.313 2.336 -0.890 0.049 0.024 0.082
C -2.002 -3.058 -0.354 -0.301 -0.006 -0.067
C -1.583 0.920 0.246 -0.348 0.100 -0.221
H 1.717 1.579 -1.457 0.090 0.032 -0.069
C -2.466 1.646 1.049 0.147 -0.191 -0.259
H 3.113 0.601 -1.960 -0.116 0.159 0.044
H 2.549 3.478 0.296 -0.106 0.104 0.035
H -6.075 3.348 -0.108 -0.004 -0.051 0.002
N 3.133 -3.645 -0.837 -0.413 -1.166 0.439
H -6.584 1.809 0.647 0.019 0.028 -0.032
H -2.358 -1.438 2.579 -0.075 0.090 0.108
C 1.998 -0.400 0.268 -0.136 0.310 0.071
C 0.087 -0.683 -1.420 -0.353 0.090 -0.129
C 3.534 3.548 -0.167 0.262 0.115 -0.150
H -3.695 0.384 -2.378 -0.052 -0.054 -0.136
H 4.635 2.372 -1.589 0.052 0.011 -0.071
C 2.599 -1.589 -0.415 0.231 -0.932 0.375
C 3.593 2.624 -1.385 -0.264 -0.026 0.145
H -2.123 2.008 2.006 0.037 0.050 0.118
H 0.131 1.016 1.552 0.113 0.025 0.159
C -2.615 -2.338 0.666 0.100 -0.018 0.179
C 2.765 1.348 -1.233 -0.030 0.074 -0.428
C -0.241 0.619 0.618 0.387 -0.317 -0.447
C -1.870 -1.991 1.793 -0.207 -0.052 -0.041
H 4.177 -0.187 1.320 0.004 -0.020 -0.109
H 1.646 -4.530 0.871 0.071 0.177 0.078
C 4.361 1.925 1.622 0.280 -0.066 -0.188
O -3.913 -1.930 0.668 0.282 0.044 0.210
N 2.346 -2.879 -0.070 0.545 1.146 -0.607
C -4.206 1.434 -0.596 0.361 -0.147 -0.077
N 2.786 0.815 0.123 -0.062 -0.210 -0.048
C -0.543 -2.347 1.887 -0.084 -0.224 -0.088
H 3.679 4.579 -0.498 -0.067 0.007 0.019
H 1.929 -3.136 1.942 -0.053 -0.120 -0.107
C -6.397 2.320 -0.302 -0.181 0.142 0.152
C -2.044 0.450 -0.999 -0.162 0.371 0.474
C -3.757 1.896 0.648 -0.387 0.154 0.049
H -4.380 -1.894 -1.354 0.000 -0.017 0.009
H -1.519 -0.645 -2.658 0.139 -0.010 0.153
H 1.977 -0.627 1.346 -0.013 -0.017 -0.146
C 0.077 -3.059 0.867 -0.007 -0.115 0.020
H -0.199 -3.963 -1.049 0.055 -0.036 -0.118
H -5.720 -1.885 -0.186 0.039 -0.034 -0.066
H 3.215 3.149 -2.264 0.066 -0.053 -0.048
C 4.114 0.720 0.711 0.098 0.220 0.455
C 0.568 -0.137 -0.157 -0.081 0.248 0.401
N -1.191 -0.291 -1.766 -0.113 0.013 -0.376
O 0.699 -1.432 -2.158 0.094 -0.052 -0.222
H 0.018 -2.071 2.769 0.096 0.058 0.101
H 5.579 3.165 0.357 0.067 0.049 -0.018
N 3.533 -1.604 -1.339 -0.207 0.997 0.363
C -3.339 0.724 -1.418 -0.198 0.102 0.040
C -4.740 -2.306 -0.407 -0.121 -0.080 -0.137

3.
72
Properties=species:S:1:pos:R:3:forces:R:3 method="wB97M-V/def2-TZVPD" total_charge=-1 relative_energy_kj_mol=146.24 multiplicity=3 gap_ev="5.0181 / 3.7753" s2=2.08 lumo_energy_ev="0.5 / -1.7"
C -3.418 -2.323 -0.073 -0.141 1.575 0.875
O 0.181 0.307 0.868 -0.232 -0.205 0.638
H 2.389 3.740 -1.939 -0.255 -1.242 -0.198
O 2.411 0.330 -0.526 0.585 0.330 -0.464
N -3.361 -0.974 0.091 -2.838 -0.709 -1.132
H 3.472 -2.227 1.360 0.171 0.139 -0.214
I -8.933 -0.420 -0.147 0.408 -0.164 -0.081
H -0.151 3.639 3.253 0.146 -0.296 -0.651
C 4.704 -0.178 -0.071 0.184 0.696 -0.749
H -4.746 -4.050 0.096 0.347 1.038 -0.878
H -0.294 1.985 2.543 0.369 0.080 0.474
H 3.597 -1.014 -2.351 0.375 0.678 -0.783
H 1.834 -1.740 1.050 0.348 0.351 -0.147
I -5.244 4.042 -0.928 0.355 0.041 -0.218
H 3.335 4.295 2.170 -0.544 -0.046 -0.311
H 2.944 -0.642 1.885 0.021 0.303 -0.102
C 2.871 -1.355 1.069 -0.791 -2.092 0.508
H 3.955 -2.490 -1.355 -0.529 0.948 -0.450
H 2.531 1.990 -2.699 0.300 0.539 0.832
C -4.648 -2.952 -0.095 -0.690 -0.803 0.970
H 1.800 3.265 4.572 -0.009 0.407 0.647
C 0.722 -4.995 -0.870 1.304 2.260 -1.834
H -0.161 1.079 -3.473 -0.133 0.268 -0.614
H -6.722 -2.752 -0.105 -0.044 0.353 0.164
H 3.214 2.313 4.038 -0.451 0.187 -0.131
H -0.082 3.262 1.468 -0.234 0.671 -0.238
C 1.974 -6.861 0.212 -1.405 2.155 -1.106
O 0.060 -7.414 1.631 -0.388 -0.321 0.086
C 0.476 -6.829 0.661 0.708 0.134 -0.132
O 0.828 2.466 -0.538 -0.244 -0.062 -0.074
H 2.263 -2.031 -1.686 1.102 0.586 0.056
O -1.498 -5.677 -0.285 1.005 -0.148 0.267
H -7.447 2.151 -0.651 -0.401 0.294 -0.137
H 1.841 5.031 2.641 -0.710 0.789 0.774
C -5.790 -2.190 -0.060 -1.280 0.329 0.009
H -0.651 0.617 -1.830 0.909 0.857 -0.598
H 1.622 1.506 4.294 0.499 1.211 -0.759
C 0.588 2.488 -1.968 -0.157 0.096 1.639
C 3.296 -0.772 -0.237 0.430 1.575 -0.287
O 2.806 -7.709 0.279 0.333 -0.795 0.461
O 3.232 -4.901 -0.578 -0.718 -0.047 -0.356
Si 1.367 1.202 0.352 0.436 -0.213 0.319
H 4.728 0.540 0.777 0.057 -0.472 -0.499
C -0.516 3.503 -2.169 0.297 -0.247 -0.337
O -2.957 1.617 -0.374 -4.975 0.909 -0.451
C 1.924 2.890 -2.507 0.541 0.910 -2.025
C 2.123 2.465 3.933 0.246 -1.059 0.027
Au -1.646 -0.153 0.408 2.625 -1.046 0.929
C 2.161 -5.462 -0.493 -0.713 -0.628 0.684
H 1.961 4.406 1.020 -0.069 -0.007 -0.470
C -6.622 1.484 -0.539 -0.680 -1.980 -0.064
C 0.217 2.953 2.457 -1.132 -0.386 0.417
H -0.217 4.500 -1.889 0.276 0.406 0.324
C -5.831 -0.752 -0.040 2.682 -1.340 -0.538
C -6.926 0.097 -0.299 0.679 2.065 0.252
H -2.475 -2.842 -0.095 0.139 -0.172 -0.018
C -5.353 1.987 -0.688 -0.448 1.032 0.701
C 0.162 1.110 -2.449 0.625 -1.404 0.876
H 1.808 3.293 -3.526 -0.157 0.055 -0.031
C -4.199 1.250 -0.333 3.552 -0.952 0.273
H 5.481 -0.970 0.049 -0.572 0.583 -0.075
O 2.212 1.780 1.650 -0.166 1.478 0.300
H 4.861 0.386 -1.035 0.340 -0.419 1.050
H -1.362 3.199 -1.559 -0.271 0.035 -0.232
O 0.455 -4.031 -1.637 0.580 -1.610 1.360
C 2.230 4.248 2.049 1.956 -1.743 0.267
C -4.497 -0.176 0.025 0.198 -1.101 -0.785
C 1.721 2.855 2.510 -0.005 -0.774 -0.141
H 1.085 0.476 -2.360 -1.094 0.194 -0.138
C 3.294 -1.587 -1.516 -1.258 -3.208 1.788
C -0.266 -5.811 -0.202 -0.881 -0.862 0.633
H -0.722 3.531 -3.235 -0.514 -0.006 -0.153

no.,maximum force (hartree/bohr)
1,0.07765
2,0.02734
3,0.09874